Record 1
The following is a quantum chemistry calculation of a 17-piece molecular cluster, H34O17 overall at a distorted geometry, from the OMol25 dataset.

Output
Energy above the lowest of the compared OMol25 structures with the same formula, charge and spin ... 28.1 kcal/mol
Electronic energy ... -1299.0042 a.u.
Molar mass ... 306.255 g/mol
Lowest unoccupied orbital energy (spin up / spin down) ... -3.86 / -10.35 eV
⟨S²⟩ ... 0.755
Spin multiplicity ... 2
Total charge ... +1
Maximum force ... 0.088 Eh/bohr
Gap between HOMO and LUMO (spin up / spin down) ... 0.3098 / 0.0646 hartree

Positions of all 51 atoms, in Å:
O (2.1778, 3.9343, 1.5557)
H (2.6790, 4.1429, 0.7741)
H (2.7898, 3.8811, 2.2971)
O (2.9543, 1.2978, -1.9760)
H (3.1735, 0.7165, -1.2151)
H (2.8581, 0.7283, -2.7493)
O (2.6012, -2.4031, 3.9291)
H (2.9677, -2.1374, 3.0327)
H (1.9133, -3.0690, 3.7924)
O (-4.9285, -1.1636, -0.2372)
H (-5.3447, -1.2540, -1.1227)
H (-5.0418, -0.2259, -0.0216)
O (-3.5295, 0.9742, 3.0717)
H (-3.5534, 0.0649, 3.3442)
H (-3.3899, 1.0479, 2.1386)
O (-3.7620, -2.7863, 1.4274)
H (-4.4268, -2.2806, 0.9060)
H (-2.8969, -2.4143, 1.2044)
O (3.6062, -0.8785, -3.8394)
H (3.8608, -0.6418, -4.7345)
H (3.2476, -1.7517, -4.0166)
O (2.4196, 1.7412, 3.1590)
H (1.9847, 1.6043, 4.0053)
H (1.8995, 1.7448, 2.3662)
O (0.9761, 0.1312, -1.7180)
H (0.2434, -0.5071, -1.7823)
H (0.5315, 0.9026, -2.0672)
O (5.4120, -0.1315, -0.6344)
H (4.9064, -0.2340, 0.1734)
H (5.1878, -0.7443, -1.3717)
O (-5.0523, 1.3840, 0.3183)
H (-5.1920, 2.3506, 0.3653)
H (-4.0824, 1.6341, 0.0825)
O (1.0732, -0.4134, 4.5830)
H (1.7334, -1.0241, 4.2151)
H (1.0516, -0.3705, 5.5372)
O (-2.6060, 2.7658, -2.1822)
H (-2.1188, 3.4890, -2.5588)
H (-2.9502, 2.1206, -2.8050)
O (-0.8425, -2.4945, 0.5483)
H (0.1869, -2.4796, 0.4984)
H (-1.0729, -3.4120, 0.7291)
O (1.8717, -1.3428, 1.4332)
H (1.4510, -0.8817, 2.2395)
H (2.1339, -0.5979, 0.8539)
O (0.0837, -2.6559, -3.9393)
H (-0.4912, -2.9338, -3.1918)
H (-0.4644, -2.7627, -4.7173)
O (-2.3270, 2.2754, -4.9619)
H (-3.0589, 1.7310, -4.5755)
H (-1.8747, 1.6234, -5.5061)


Record 2
The following is a quantum chemistry calculation of H34O21STl as an isolated structure at a distorted geometry, from the OMol25 dataset.

Output
Energy above the lowest of the compared OMol25 structures with the same formula, charge and spin ... 25.7 kcal/mol
Electronic energy ... -2170.6921 a.u.
Molar mass ... 606.701 g/mol
Lowest unoccupied orbital energy ... -9.34 eV
Total charge ... +1
Maximum force ... 0.089 Eh/bohr
Gap between HOMO and LUMO ... 0.1088 hartree

Positions of all 57 atoms, in Å:
Tl (12.8139, 13.1276, 1.6112)
S (10.6876, 10.8110, 2.8461)
O (11.5954, 11.7919, 2.3137)
O (11.1504, 10.3684, 4.1437)
O (9.4069, 11.4672, 2.9044)
O (10.6525, 9.6206, 2.0188)
O (12.7749, 11.6196, -0.1524)
H (12.1866, 10.8639, -0.3986)
H (13.5227, 11.4438, -0.6901)
O (13.6507, 12.7359, 3.8413)
H (14.2627, 12.1662, 4.2312)
H (13.2444, 13.0377, 4.6855)
O (8.2982, 8.6131, 1.2613)
H (7.7526, 9.3917, 1.2664)
H (9.2456, 8.7811, 1.4823)
O (10.8645, 7.1471, 2.7076)
H (10.9225, 8.0844, 2.4861)
H (10.4820, 7.0158, 3.5732)
O (12.7110, 10.9282, 6.1692)
H (12.2063, 10.5840, 5.4311)
H (13.6544, 10.8402, 5.9814)
O (8.0363, 8.4736, 4.2240)
H (8.3791, 8.2693, 3.3777)
H (7.6284, 7.6654, 4.4869)
O (9.5136, 11.6852, -0.3487)
H (9.1420, 11.1011, -1.0275)
H (8.8586, 11.5559, 0.2947)
O (14.2618, 9.8222, 2.6527)
H (14.4112, 9.0038, 2.1698)
H (13.7539, 9.5174, 3.4089)
O (8.7021, 13.8122, 2.4532)
H (8.9510, 12.8716, 2.5131)
H (8.1396, 13.8901, 1.6867)
O (13.0892, 8.3805, 4.7094)
H (13.5556, 8.4014, 5.5660)
H (12.1766, 8.5184, 4.7057)
O (7.3244, 11.9380, 4.6295)
H (8.1263, 11.6116, 4.1409)
H (6.5602, 11.4228, 4.3369)
O (10.3694, 9.0665, 6.1239)
H (10.4621, 9.6668, 5.3371)
H (9.6992, 9.5138, 6.6636)
O (11.0448, 13.6905, 0.4213)
H (10.4664, 12.9109, 0.2708)
H (10.4856, 14.4238, 0.6600)
O (11.2461, 9.1350, -0.3112)
H (10.9140, 9.3242, 0.6149)
H (10.5689, 8.5696, -0.7134)
O (10.4218, 12.8162, 5.6343)
H (10.4642, 11.9551, 5.2993)
H (9.5489, 13.2005, 5.4273)
O (7.2303, 11.0760, 1.5653)
H (6.6043, 10.5898, 2.1157)
H (7.8287, 11.4667, 2.2189)
O (11.3128, 14.4491, 2.9683)
H (11.5331, 15.0560, 3.6884)
H (10.3339, 14.2703, 3.0359)


Record 3
The following is a quantum chemistry calculation of a 17-piece molecular cluster, H35O17 overall at a distorted geometry, from the OMol25 dataset.

Output
Energy above the lowest of the compared OMol25 structures with the same formula, charge and spin ... 205.0 kcal/mol
Electronic energy ... -1299.5823 a.u.
Molar mass ... 307.263 g/mol
Lowest unoccupied orbital energy ... -3.85 eV
Total charge ... +1
Maximum force ... 0.258 Eh/bohr
Gap between HOMO and LUMO ... 0.3304 hartree

Positions of all 52 atoms, in Å:
O (-3.0034, 3.7327, -2.5568)
H (-0.7909, 1.8727, 4.4519)
H (-0.8387, 0.9836, 5.6128)
O (-1.4029, 1.5181, 5.1321)
H (-1.1284, 4.0901, 2.4558)
H (1.1468, 1.8379, 0.3323)
O (-0.1040, -1.4424, -1.4512)
H (0.6725, -1.5709, -0.9450)
H (-0.1645, -0.7093, -2.0298)
O (-1.5541, -3.8304, -2.4099)
H (-0.7871, -3.0426, -2.3625)
H (1.5349, 0.9417, -1.9574)
O (2.0596, 0.4489, 1.0113)
H (-2.2485, -3.6731, -1.6917)
O (1.1421, 1.8073, 3.3163)
H (1.9741, 2.0700, 3.7878)
H (-0.9033, 1.5793, -3.8030)
O (4.2362, 0.1487, -1.0060)
H (2.2519, -1.4811, -4.2082)
H (-1.8360, -1.6146, 5.1503)
O (0.5028, 0.9056, -1.8400)
H (-2.7541, 3.7267, -1.5585)
H (1.3731, -5.0976, 1.2793)
O (-1.4403, 4.4221, 1.5371)
H (0.1780, 3.0835, 0.5325)
H (-0.9988, 5.3148, 1.4665)
O (-1.1882, 2.3721, -4.0508)
H (3.5743, -0.2745, -1.2974)
H (-1.8503, 2.7453, -3.7705)
O (-1.9055, -2.8806, -0.3282)
H (2.5670, -2.7411, -0.7641)
H (1.4597, -0.2036, 1.0250)
O (-2.0442, -1.3283, 4.1074)
H (-1.4784, -1.9612, -0.4171)
H (-2.7888, -0.6178, 4.3074)
O (2.0215, -2.3983, -0.0637)
H (-2.3456, 4.3857, -2.6576)
H (1.8969, -3.2078, 0.3470)
O (1.5016, -4.2137, 1.6865)
H (4.8530, 0.6289, -1.4669)
H (1.4401, 1.1322, 2.5678)
O (-2.9616, -0.1583, -0.0369)
H (2.8833, 0.4646, 0.5228)
H (-2.8211, 0.6968, 0.4217)
O (0.8524, 2.6618, -0.1847)
H (1.0402, -4.1684, 2.5913)
H (-2.3530, -3.4045, -3.1636)
O (2.6812, -1.2773, -3.3989)
H (3.0928, -0.2973, -3.4619)
H (0.3306, 1.6027, -1.1481)
H (-1.6504, -3.1335, 0.5359)
H (-3.9244, -0.4454, -0.1488)


Record 4
The following is a quantum chemistry calculation of a 17-piece molecular cluster, H35O17 overall at a distorted geometry, from the OMol25 dataset.

Output
Energy above the lowest of the compared OMol25 structures with the same formula, charge and spin ... 155.6 kcal/mol
Electronic energy ... -1299.6610 a.u.
Molar mass ... 307.263 g/mol
Lowest unoccupied orbital energy ... -2.79 eV
Total charge ... +1
Maximum force ... 0.178 Eh/bohr
Gap between HOMO and LUMO ... 0.3607 hartree

Positions of all 52 atoms, in Å:
O (-2.4374, 4.5199, 1.6397)
H (-0.0035, -1.0381, 5.4628)
H (0.7910, -1.1566, 4.1926)
O (0.5717, -1.6769, 4.9423)
H (-0.6508, 3.1032, 3.4532)
H (0.1963, 2.4668, 1.5206)
O (-0.3201, -0.4075, -2.6460)
H (0.6126, -0.8119, -2.2737)
H (-0.4900, 0.5862, -2.3797)
O (-1.5865, -2.1199, -4.5905)
H (-1.8859, -2.7088, -3.9295)
H (0.3063, 2.6478, -1.3922)
O (2.3888, -0.4470, 0.6741)
H (-0.7837, -2.5780, -1.0012)
O (1.0267, 0.2688, 3.3174)
H (1.9231, 0.3905, 3.6421)
H (-2.2427, 2.4896, -0.9017)
O (3.3975, 0.7312, -1.3472)
H (1.7395, 1.3335, -4.8966)
H (0.3783, -3.8389, 3.8388)
O (-0.2873, 1.8125, -1.4626)
H (-2.2224, 4.4247, 2.5520)
H (1.7570, -5.2129, -0.1083)
O (-0.2976, 3.6006, 2.7331)
H (1.5727, 2.1893, 0.6241)
H (-0.0508, 4.4880, 3.0111)
O (-3.0854, 2.8446, -0.3851)
H (4.1984, 0.4796, -0.8750)
H (-3.7519, 3.3793, -0.8799)
O (-1.4060, -2.1709, -1.4520)
H (2.0607, -1.9218, -2.0737)
H (2.6693, -0.4368, -0.1974)
O (-0.5941, -3.8141, 3.7249)
H (-1.0113, -0.9689, -2.2583)
H (-0.7235, -2.9763, 3.7212)
O (1.3171, -2.1625, -1.6564)
H (-2.8150, 3.7998, 1.4007)
H (1.4995, -3.0821, -1.1911)
O (1.3762, -4.6801, -0.7997)
H (3.4523, 1.7468, -1.6056)
H (1.2542, -0.0505, 2.3725)
O (-2.9445, -0.2316, 0.5626)
H (1.5676, 0.1527, 0.6427)
H (-3.2868, 0.3091, 1.3044)
O (0.7975, 1.8704, 0.9013)
H (1.2913, -5.1661, -1.6675)
H (-0.7245, -2.4660, -4.6965)
O (1.7475, 1.9007, -4.1340)
H (2.3857, 2.4439, -4.3954)
H (-0.6242, 1.7783, -0.4308)
H (-2.1139, -2.0389, -0.7141)
H (-3.5869, -0.4629, -0.0456)


Record 5
The following is a quantum chemistry calculation of H35O17 as an isolated structure at a distorted geometry, from the OMol25 dataset.

Output
Energy above the lowest of the compared OMol25 structures with the same formula, charge and spin ... 184.6 kcal/mol
Electronic energy ... -1299.6148 a.u.
Molar mass ... 307.263 g/mol
Lowest unoccupied orbital energy ... -2.75 eV
Total charge ... +1
Maximum force ... 0.231 Eh/bohr
Gap between HOMO and LUMO ... 0.3992 hartree

Positions of all 52 atoms, in Å:
O (-1.5160, 2.0207, -2.3977)
H (2.5248, 1.6186, 2.7520)
H (2.3015, 3.0556, 3.4465)
O (1.9937, 2.5609, 2.7155)
H (2.2709, 3.7525, 0.9490)
H (3.4448, 1.8068, -2.0036)
O (-1.2391, -0.0967, 0.3315)
H (-1.1326, -1.0995, 0.3408)
H (-0.3273, 0.1851, 0.4762)
O (-4.4713, -0.9328, -0.0280)
H (-5.2639, -1.4082, 0.2696)
H (0.2767, -0.3296, -1.2785)
O (2.4840, -1.3592, -0.5449)
H (-2.5697, 0.7875, 1.8461)
O (3.8879, 0.3357, 2.3083)
H (4.8725, 0.3816, 2.2387)
H (-0.8472, -0.0969, -4.1329)
O (1.5979, -3.8221, -1.2977)
H (-2.0978, -4.3172, -0.3237)
H (0.2200, 2.9189, 2.7994)
O (-0.2577, -0.3114, -2.0829)
H (-1.5196, 1.3478, -3.0187)
H (-1.4342, -1.5964, 4.0798)
O (2.5084, 3.6345, -0.0547)
H (2.5646, 1.8001, -0.9766)
H (2.5890, 4.5617, -0.2761)
O (-1.0286, 0.2334, -4.9754)
H (0.8048, -4.2131, -0.8781)
H (-1.2112, -0.3252, -5.6590)
O (-2.8750, 1.4678, 1.4756)
H (0.3562, -1.7851, 0.0849)
H (2.8351, -0.7284, -0.9976)
O (-0.5679, 2.3058, 2.5090)
H (-3.4038, 0.8160, 0.9306)
H (-0.0690, 1.5849, 2.1453)
O (-0.0501, -2.5519, 0.4439)
H (-2.3615, 2.4629, -2.4966)
H (0.6694, -2.9209, 1.0627)
O (-0.8817, -2.3726, 4.1027)
H (2.2058, -4.4463, -0.9535)
H (3.3061, -0.2597, 1.6021)
O (-1.0539, 2.1844, -0.1450)
H (2.2657, -2.0705, -0.9972)
H (-1.6555, 1.7904, -1.0728)
O (2.8196, 1.0230, -1.5133)
H (-1.2235, -3.0882, 4.6461)
H (-4.2171, -1.1048, -0.9720)
O (-1.4516, -4.3548, -0.9472)
H (-1.0378, -3.4806, -0.7041)
H (0.4014, -0.1920, -2.8304)
H (-1.9657, 1.7050, 0.6518)
H (-0.7602, 3.1702, 0.0520)


Question: energy above the lowest of the compared OMol25 structures with the same formula, charge and spin of number 3 (H35O17)?
Answer: 205.0 kcal/mol


Question: Among the records above, which one has the lowest electronic energy?
Answer: H34O21STl


Question: What is the formula in the fourth record?
Answer: H35O17